Record 1
83
Properties=species:S:1:pos:R:3:forces:R:3 method="wB97M-V/def2-TZVPD" smiles="[H]/N=C(/N)NCCCCO[P@](=O)(OC)OCC#C.CNC(C)=O.CNC(C)=O.CNC(C)=O.CNC(C)=O" e_homo_ev=-8.8217
C -3.274 1.441 3.067 0.8 6.0 -7.0
C -3.061 2.417 2.087 -1.4 -6.4 5.6
C -2.838 3.374 0.739 -2.1 -0.7 1.0
O -1.929 2.723 -0.214 2.2 1.9 2.6
P -0.308 3.342 -0.142 2.2 2.3 -5.0
O -0.075 4.158 -1.511 -0.9 -3.2 5.6
O 0.024 4.443 1.161 -0.9 -3.7 -1.3
C 0.086 3.774 2.469 -0.7 -0.4 2.2
O 0.763 1.975 0.034 -2.3 3.4 -0.3
C 2.021 2.154 -0.707 2.6 -0.9 -0.8
C 3.255 1.530 0.203 -0.8 0.3 -0.7
C 2.920 0.076 0.885 1.3 0.2 1.0
C 3.955 -0.073 2.182 -0.2 1.0 -0.1
N 5.313 -0.613 1.697 0.9 1.4 2.2
C 6.280 0.524 1.420 1.7 0.7 -4.9
N 6.701 0.711 0.098 -1.9 -0.8 5.6
N 6.880 1.461 2.444 -2.6 -1.4 -0.9
H -3.641 0.522 3.735 1.0 2.7 -1.8
H -2.578 4.481 1.009 -0.1 -2.3 -0.3
H -3.903 3.415 0.201 2.4 -0.3 1.2
H -0.710 4.333 3.162 1.9 -1.2 -1.4
H -0.255 2.654 2.436 0.7 2.1 -0.1
H 1.165 3.813 2.977 -2.3 0.1 -1.5
H 2.310 3.276 -0.921 -1.0 -2.3 0.3
H 1.982 1.509 -1.710 -0.3 1.6 2.2
H 3.507 2.337 1.027 -0.4 -1.7 -1.6
H 4.171 1.416 -0.551 -1.9 0.4 1.8
H 1.833 -0.040 1.304 2.0 0.5 -1.1
H 3.185 -0.782 0.133 -0.8 1.6 1.5
H 3.518 -0.720 3.054 0.9 0.9 -1.8
H 4.192 0.992 2.649 -1.0 -2.0 -0.8
H 5.711 -1.199 2.489 -0.5 1.0 -1.3
H 6.257 -0.002 -0.522 0.2 0.5 1.1
H 6.271 1.539 3.312 1.0 -0.1 -1.7
H 7.024 2.393 1.996 -0.2 -1.2 0.5
C 1.583 -2.170 -4.093 -0.2 0.2 -0.2
C 2.037 -2.305 -2.666 0.2 0.0 0.7
O 1.799 -1.445 -1.821 0.0 -0.2 -0.3
N 2.734 -3.424 -2.317 -0.5 0.8 -0.4
C 3.113 -4.538 -3.152 0.1 0.1 0.4
H 1.041 -1.227 -4.215 0.2 -0.1 0.2
H 2.447 -2.161 -4.762 -0.2 -0.1 -0.1
H 0.909 -2.991 -4.351 0.2 0.0 -0.1
H 3.004 -3.440 -1.340 0.0 -0.2 0.1
H 2.677 -5.445 -2.725 0.1 -0.2 -0.2
H 4.202 -4.621 -3.132 0.0 -0.2 -0.2
H 2.775 -4.421 -4.182 0.0 0.0 0.2
C -0.822 3.006 -4.616 0.1 0.2 0.1
C -0.176 1.713 -5.030 0.9 -0.2 0.1
O 1.033 1.521 -4.915 -0.6 0.0 -0.1
N -0.972 0.734 -5.546 0.3 0.3 0.2
C -2.399 0.762 -5.761 0.2 -0.4 -0.1
H -0.059 3.686 -4.225 -0.2 -0.3 0.0
H -1.296 3.481 -5.479 -0.1 0.0 0.1
H -1.557 2.823 -3.829 0.0 0.2 -0.1
H -0.463 -0.105 -5.800 -0.2 0.2 0.0
H -2.843 -0.056 -5.188 -0.3 0.1 -0.1
H -2.584 0.597 -6.825 -0.3 0.1 0.1
H -2.848 1.707 -5.455 0.2 -0.2 0.0
C 1.077 -3.798 1.539 0.0 0.3 0.0
C 2.230 -4.662 1.109 0.5 -0.2 -0.2
O 3.173 -4.216 0.460 -0.2 -0.2 0.2
N 2.210 -5.980 1.459 0.1 0.7 -0.3
C 1.204 -6.690 2.212 0.3 -0.3 -0.1
H 1.236 -2.775 1.186 0.1 -0.3 0.0
H 0.146 -4.172 1.106 0.0 0.0 0.2
H 1.010 -3.779 2.630 -0.2 -0.1 -0.1
H 3.020 -6.494 1.133 -0.2 0.1 0.1
H 1.681 -7.113 3.100 -0.3 -0.1 0.1
H 0.825 -7.503 1.588 -0.2 0.0 0.2
H 0.378 -6.046 2.515 0.2 -0.1 -0.1
C -7.045 1.658 2.286 0.2 0.0 -0.2
C -7.430 0.738 3.411 0.2 -0.7 0.5
O -6.737 -0.224 3.734 -0.2 0.5 -0.2
N -8.587 0.996 4.085 0.6 -0.2 -0.3
C -9.532 2.065 3.863 -0.2 -0.2 0.3
H -6.100 1.323 1.848 -0.2 0.0 0.2
H -7.812 1.639 1.508 0.0 0.2 0.1
H -6.909 2.675 2.663 -0.1 0.0 -0.2
H -8.776 0.333 4.827 0.0 0.2 -0.2
H -9.608 2.646 4.786 -0.2 0.2 -0.2
H -10.503 1.618 3.639 -0.1 0.3 -0.1
H -9.235 2.721 3.043 0.0 -0.2 0.2

Record 2
54
Properties=species:S:1:pos:R:3:forces:R:3 method="wB97M-V/def2-TZVPD" relative_energy_kcal_mol=23.5 e_homo_ev="-8.0933 / -8.0933"
Co -0.800 1.790 -0.309 -0.8 0.7 -0.2
O 0.378 -2.372 -3.473 0.0 0.0 0.1
C -0.407 -2.886 -2.493 0.0 0.0 -0.1
C -0.729 -4.241 -2.491 0.0 0.0 0.0
C -1.541 -4.777 -1.509 0.0 0.0 0.0
C -2.056 -3.960 -0.511 0.0 0.0 0.0
C -1.736 -2.615 -0.512 0.0 0.0 0.0
C -0.906 -2.053 -1.484 0.1 0.0 0.0
C -0.592 -0.610 -1.374 -0.1 0.1 0.3
O -1.219 0.034 -0.419 -0.1 -0.9 -0.5
N 0.270 -0.033 -2.146 -0.1 0.2 0.1
N 0.388 1.319 -1.769 0.6 -0.1 0.1
C 1.044 2.015 -2.628 0.2 -0.1 0.1
S 1.494 3.684 -2.384 -0.1 0.0 0.1
C 2.670 3.710 -3.758 0.0 0.0 0.0
C 2.119 2.827 -4.855 0.0 0.0 0.0
S 1.591 1.263 -4.108 0.0 -0.1 0.0
H 0.633 -3.087 -4.065 0.0 0.0 0.0
H -0.334 -4.875 -3.278 0.0 0.0 0.0
H -1.769 -5.835 -1.525 0.0 0.0 0.0
H -2.698 -4.368 0.258 0.0 0.0 0.0
H -2.124 -1.958 0.254 0.0 0.0 0.0
H 3.631 3.343 -3.399 0.0 0.0 0.0
H 2.774 4.746 -4.075 0.0 0.0 0.0
H 2.874 2.599 -5.606 0.0 0.0 0.0
H 1.260 3.294 -5.338 0.0 0.0 0.0
O -1.883 2.903 -1.645 -0.1 -0.4 -0.2
N -1.395 3.947 -1.112 0.1 0.0 0.0
O -1.711 5.060 -1.388 0.0 0.0 0.0
O -0.503 3.661 -0.227 -0.1 0.5 -0.2
N 1.825 -3.996 3.873 0.1 0.1 0.1
C 1.639 -2.662 3.560 0.0 -0.1 0.0
C 0.760 -1.875 4.310 0.0 0.0 0.0
C 0.603 -0.534 4.023 0.0 0.0 0.0
C 1.319 0.039 2.978 0.1 -0.1 0.1
C 2.209 -0.728 2.236 -0.1 0.0 0.0
C 2.368 -2.069 2.526 0.0 0.0 0.0
S 1.072 1.721 2.564 0.2 -0.1 -0.1
O 2.182 2.151 1.769 0.0 0.0 0.1
O 0.681 2.421 3.757 -0.1 0.0 0.1
N -0.216 1.687 1.585 -0.2 -0.1 -0.3
C -1.485 1.932 1.961 0.2 0.0 0.2
S -2.312 2.255 3.436 0.0 0.0 -0.1
C -3.795 2.372 2.524 0.0 0.0 0.1
C -3.586 2.202 1.204 0.2 0.0 0.0
N -2.268 1.952 0.906 -0.1 0.3 0.4
H 1.111 -4.445 4.419 0.0 0.0 0.0
H 2.241 -4.580 3.169 0.0 0.0 0.0
H 0.208 -2.322 5.129 0.0 0.0 0.0
H -0.066 0.076 4.617 0.0 0.0 0.0
H 2.771 -0.264 1.437 0.0 0.0 0.0
H 3.066 -2.668 1.953 0.0 0.0 0.0
H -4.732 2.569 3.017 0.0 0.0 0.0
H -4.323 2.239 0.418 0.0 0.0 0.0

Record 3
96
Properties=species:S:1:pos:R:3:forces:R:3 method="wB97M-V/def2-TZVPD" relative_energy_kcal_mol=59.9 e_homo_ev="-7.0903 / -7.0932"
Au 1.210 -0.652 -1.568 -0.2 0.1 -0.2
C 1.871 1.310 -1.435 0.1 0.0 0.1
Si 0.430 2.461 -1.476 0.0 0.0 0.0
C -0.999 1.956 -0.320 0.1 0.0 0.0
N -1.511 0.609 -0.528 0.0 0.0 0.0
C -2.089 -0.002 0.654 0.0 0.0 0.0
C -3.464 0.560 1.032 0.0 0.0 0.0
C -4.336 0.737 -0.227 0.0 0.0 0.0
C -3.753 -0.038 -1.406 0.0 0.0 0.0
C -2.345 0.462 -1.725 0.0 0.0 0.0
C 0.920 4.193 -0.884 0.0 0.0 0.0
C 0.377 4.810 0.244 0.0 0.0 0.0
C 0.799 6.068 0.659 0.0 0.0 0.0
C 1.781 6.739 -0.053 0.0 0.0 0.0
C 2.334 6.148 -1.182 0.0 0.0 0.0
C 1.905 4.893 -1.587 0.0 0.0 0.0
C -0.210 2.684 -3.234 0.0 0.0 0.0
C -1.291 3.532 -3.493 0.0 0.1 0.0
C -1.769 3.722 -4.780 0.0 0.0 0.0
C -1.166 3.066 -5.846 0.0 0.0 0.0
C -0.089 2.224 -5.614 0.0 0.0 0.0
C 0.382 2.037 -4.319 0.0 -0.1 0.0
H 2.429 1.457 -0.504 0.0 -0.1 -0.1
H 2.568 1.523 -2.251 0.0 0.1 0.0
H -1.802 2.718 -0.350 0.0 0.0 0.0
H -0.585 2.004 0.694 0.0 0.0 0.0
H -1.387 0.111 1.481 0.0 0.0 0.1
H -2.167 -1.081 0.475 0.0 0.0 0.0
H -3.340 1.518 1.542 0.0 0.0 0.0
H -3.942 -0.112 1.751 0.0 0.0 0.0
H -4.378 1.795 -0.506 0.0 0.0 0.0
H -5.365 0.428 -0.032 0.0 0.0 0.0
H -4.378 0.076 -2.295 0.0 0.0 0.0
H -3.738 -1.106 -1.172 0.0 -0.1 0.0
H -2.438 1.435 -2.215 0.0 0.0 0.0
H -1.858 -0.202 -2.450 0.0 0.0 0.0
H -0.395 4.307 0.818 0.0 0.0 0.0
H 0.359 6.524 1.538 0.0 0.0 0.0
H 2.112 7.719 0.267 0.0 0.0 0.0
H 3.098 6.668 -1.746 0.0 0.0 0.0
H 2.345 4.448 -2.474 0.0 0.0 0.0
H -1.765 4.062 -2.672 0.0 0.0 0.0
H -2.608 4.384 -4.955 0.0 0.0 0.0
H -1.535 3.212 -6.854 0.0 0.0 0.0
H 0.385 1.709 -6.440 0.0 0.0 0.0
H 1.210 1.359 -4.149 0.0 0.0 0.0
S 0.141 -2.773 -1.959 0.0 0.0 0.0
C 0.202 -3.437 -0.383 0.3 -0.1 0.1
N -0.884 -4.030 0.225 -0.2 0.0 0.0
N -1.942 -4.019 -0.459 0.2 0.0 0.0
C -3.172 -4.505 0.028 -0.1 0.0 0.0
C -4.273 -4.415 -0.814 0.0 0.0 0.0
C -5.502 -4.870 -0.367 0.0 0.0 0.0
C -5.623 -5.408 0.906 0.0 0.0 0.0
C -4.510 -5.496 1.735 0.0 0.0 0.0
C -3.275 -5.045 1.305 0.0 0.0 0.0
N 1.227 -3.478 0.460 -0.3 0.0 0.0
N 2.265 -2.777 0.112 0.2 0.1 0.1
C 3.477 -3.133 0.336 -0.1 0.0 -0.2
C 3.856 -4.483 0.698 0.1 0.0 0.0
C 5.119 -4.755 1.055 0.0 0.0 0.0
C 6.157 -3.730 1.039 0.0 0.0 0.0
C 5.893 -2.487 0.644 0.0 0.0 0.0
C 4.526 -2.048 0.164 0.0 0.0 0.0
H -1.878 -3.565 -1.392 0.0 0.0 0.0
H -4.166 -3.993 -1.806 0.0 0.0 0.0
H -6.365 -4.801 -1.015 0.0 0.0 0.0
H -6.584 -5.761 1.254 0.0 0.0 0.0
H -4.606 -5.916 2.727 0.0 0.0 0.0
H -2.401 -5.099 1.937 0.0 0.0 0.0
H 3.086 -5.241 0.694 0.0 0.0 0.0
H 5.389 -5.759 1.356 0.0 0.0 0.0
H 7.162 -4.009 1.325 0.0 0.0 0.0
H 6.664 -1.728 0.585 0.0 0.0 0.0
H 4.783 -0.761 -1.254 -0.1 0.0 0.0
C 1.942 2.171 2.463 0.0 0.0 0.0
C 1.087 1.160 3.171 0.0 0.0 0.0
C 0.125 1.542 4.099 0.0 0.0 0.0
C -0.690 0.596 4.701 0.0 0.0 0.0
Cl -1.895 1.117 5.843 0.0 0.0 0.0
C -0.571 -0.751 4.407 0.0 0.0 0.0
C 0.383 -1.145 3.481 0.0 0.0 0.0
C 1.192 -0.199 2.876 -0.1 -0.1 0.0
O 2.042 -0.608 1.871 0.1 0.1 0.0
C 3.376 -0.867 2.259 0.0 -0.1 0.1
C 4.196 -0.775 0.980 0.0 0.0 0.0
O 4.652 0.271 0.601 -0.1 0.0 0.0
O 4.606 -1.714 -1.203 0.1 0.0 0.0
H 1.721 3.178 2.813 0.0 0.0 0.0
H 1.771 2.132 1.386 0.0 0.0 0.0
H 3.007 1.984 2.610 0.0 0.0 0.0
H 0.000 2.588 4.346 0.0 0.0 0.0
H -1.222 -1.472 4.882 0.0 0.0 0.0
H 0.489 -2.184 3.190 0.0 0.0 0.0
H 3.467 -1.862 2.716 0.0 0.0 0.0
H 3.745 -0.114 2.960 0.0 0.0 0.0

Record 4
16
Properties=species:S:1:pos:R:3:forces:R:3 method="wB97M-V/def2-TZVPD" total_charge=-1 relative_energy_kcal_mol=112.3 e_homo_ev=-2.8786
C -0.540 0.344 -0.721 2.0 -3.3 0.4
C -1.354 -0.398 0.276 -0.4 0.5 0.0
S -3.150 -0.006 0.201 -0.1 -0.2 -0.1
C 0.846 0.826 -0.364 -0.1 2.4 0.0
N 1.632 -0.308 -0.435 -0.9 -0.9 -0.4
C 1.568 -1.134 0.729 0.6 -0.1 0.4
H -0.500 -0.167 -1.687 -0.5 0.6 -0.3
H -1.289 1.496 -0.929 -0.6 1.5 -0.4
H -0.985 -0.188 1.272 0.1 0.1 0.2
H -1.230 -1.471 0.075 0.0 0.0 0.0
H 1.131 1.602 -1.092 0.2 -0.2 -0.1
H -1.655 2.187 -1.161 0.1 -0.4 0.2
H 0.820 1.364 0.597 -0.1 -0.2 0.4
H 1.823 -0.583 1.659 -0.1 0.0 -0.1
H 0.597 -1.603 0.925 -0.2 -0.1 0.0
H 2.284 -1.961 0.654 0.0 0.1 -0.1

Record 5
19
Properties=species:S:1:pos:R:3:forces:R:3 method="wB97M-V/def2-TZVPD" relative_energy_kcal_mol=86.1 e_homo_ev=-8.2218
C -1.555 0.954 -1.140 0.1 0.8 -0.3
C -0.378 -2.193 0.443 1.1 -0.2 -0.7
N -1.011 -0.363 -0.999 0.7 -1.5 2.4
C 1.432 -0.122 -0.445 3.6 1.0 2.9
C -0.332 -0.732 0.084 -3.2 0.6 -0.7
N 0.071 1.403 1.369 -0.1 0.7 0.4
C 0.432 0.096 1.071 -0.3 -1.2 -2.9
O 1.634 1.161 -0.851 -0.8 0.0 -0.4
O 2.208 -1.000 -0.731 -1.1 0.0 -0.2
H 2.400 1.174 -1.443 -0.1 -0.3 -0.2
H 0.580 1.815 2.139 0.2 -0.1 -0.2
H 0.024 2.037 0.584 0.0 -0.2 0.2
H 0.783 -0.482 1.923 0.3 0.1 -0.3
H -2.185 1.248 -0.292 0.1 -0.1 -0.1
H -0.789 1.732 -1.278 -0.1 0.0 -0.1
H -2.178 0.951 -2.037 0.0 0.1 0.1
H 0.596 -2.570 0.756 0.1 0.1 0.1
H -0.669 -2.768 -0.431 -0.3 0.0 0.1
H -1.064 -2.341 1.277 -0.2 0.1 -0.1

Record 6
10
Properties=species:S:1:pos:R:3:forces:R:3 method="wB97M-V/def2-TZVPD" total_charge=-1 relative_energy_kcal_mol=0.0 e_homo_ev=-5.4166
C -0.847 1.564 -1.650 -0.9 0.9 0.7
O 0.143 -1.939 0.042 -0.4 1.5 0.4
O -1.295 0.580 -2.057 0.3 -1.0 -0.6
O 1.177 -0.884 1.933 -1.8 -0.5 0.5
O -1.313 -0.204 1.364 1.5 0.0 -0.4
O -0.660 2.658 -1.312 0.6 0.2 -0.2
O 0.764 0.626 -0.065 -0.7 -0.9 0.7
P 0.071 -0.406 0.817 -0.3 -1.5 -0.9
H 1.833 -0.236 1.829 1.8 1.3 0.0
H 0.126 -1.761 -0.900 -0.1 0.0 -0.3

| no. | total energy (eV) |
| --- | --- |
| 1 | -58616.7062 |
| 2 | -124216.4373 |
| 3 | -91732.2616 |
| 4 | -16631.2415 |
| 5 | -12419.7386 |
| 6 | -22649.3245 |